(1)
# C3H3N2O2

A molecular structure, C3H3N2O2 in a non-equilibrium geometry (the ωB97M-V functional and the def2-TZVPD basis, the Open Molecules 2025 dataset).

The geometry in XYZ format:
```
10
Properties=species:S:1:pos:R:3
C 1.615 1.645 -0.348
C 2.591 -0.907 0.103
C 0.258 0.338 1.031
N 1.780 2.542 -1.054
N 1.503 0.568 0.305
O 2.281 -1.600 -0.811
O 3.308 -0.881 1.027
H -0.516 0.082 0.268
H 0.507 -0.555 1.803
H -0.288 1.137 1.651
```

As for the orbital gap: 8.1 eV. The energy above the lowest of the compared OMol25 structures with the same formula, charge and spin is 13.5 kcal per mole. The net charge is -1.



(2)
# C24H19CrF10N5OS5

A molecular structure, C24H19CrF10N5OS5 in a non-equilibrium geometry (the ωB97M-V functional and the def2-TZVPD basis, the Open Molecules 2025 dataset).

The geometry in XYZ format:
```
65
Properties=species:S:1:pos:R:3
Cr 0.134 1.155 0.015
C 3.015 -0.189 0.163
N 2.325 1.089 0.039
C 2.662 1.732 -1.229
C 1.837 1.090 -2.338
N 0.434 1.270 -2.023
C -0.438 1.030 -3.006
C -1.683 1.717 -3.015
F -1.816 2.716 -2.120
C -2.696 1.495 -3.918
F -3.853 2.174 -3.832
C -2.500 0.602 -4.972
F -3.461 0.372 -5.895
C -1.263 -0.021 -5.072
F -1.026 -0.859 -6.104
C -0.269 0.182 -4.136
F 0.885 -0.512 -4.342
C 2.683 1.900 1.200
C 1.856 1.486 2.425
N 0.600 0.884 2.023
C -0.280 0.610 2.977
C -1.361 -0.262 2.664
F -1.261 -0.923 1.469
C -2.428 -0.533 3.486
F -3.399 -1.374 3.083
C -2.483 0.045 4.755
F -3.541 -0.151 5.573
C -1.394 0.808 5.163
F -1.383 1.318 6.410
C -0.319 1.060 4.331
F 0.695 1.782 4.885
H 4.102 -0.037 0.192
H 2.774 -0.841 -0.671
H 2.703 -0.681 1.081
H 3.738 1.651 -1.445
H 2.384 2.788 -1.170
H 2.101 0.028 -2.427
H 2.076 1.569 -3.299
H 2.467 2.946 0.983
H 3.757 1.812 1.430
H 1.693 2.383 3.031
H 2.412 0.765 3.046
O -4.407 6.402 0.531
C -3.636 5.484 0.493
S -1.881 5.696 0.467
C -1.455 3.995 0.437
C -2.466 3.100 0.462
S -2.235 1.397 0.374
S -4.095 3.776 0.488
S 0.201 3.550 0.360
S 0.310 -1.481 -1.158
C 0.614 -3.015 -0.566
N 0.170 -3.405 0.636
C 0.245 -4.773 1.096
C 0.246 -5.700 -0.116
C 1.417 -5.304 -1.008
N 1.335 -3.887 -1.302
H -0.426 -2.741 1.105
H -0.607 -4.977 1.746
H 1.165 -4.925 1.676
H -0.686 -5.569 -0.667
H 0.332 -6.741 0.188
H 1.394 -5.868 -1.942
H 2.364 -5.527 -0.497
H 1.616 -3.557 -2.212
```

As for the orbital gap (spin up / spin down): 5.6 / 5.8 eV. The spin multiplicity is 2. The net charge is -1.



(3)
# C2H4NO4S

A gas-phase ion, C2H4NO4S (charge -1) in a non-equilibrium geometry (the ωB97M-V functional and the def2-TZVPD basis, the Open Molecules 2025 dataset).

The geometry in XYZ format:
```
12
Properties=species:S:1:pos:R:3
C -0.086 0.298 -0.637
C -0.948 -0.391 0.288
N 1.305 -1.268 -0.110
O -3.452 -0.935 0.869
O -2.598 1.278 0.346
O -2.949 -0.347 -1.458
O 1.281 0.131 -0.195
S -2.671 -0.107 -0.060
H 0.006 -0.241 -1.693
H -0.217 1.474 -0.557
H -0.777 -0.115 1.306
H 2.085 -1.332 0.481
```

As for the orbital gap (spin up / spin down): 8.7 / 7.6 eV. The energy above the lowest of the compared OMol25 structures with the same formula, charge and spin is 127.0 kcal per mole. The net charge is -1.



(4)
# C25H29N5O7Zr

A molecular structure, C25H29N5O7Zr (the ωB97M-V functional and the def2-TZVPD basis, the Open Molecules 2025 dataset).

The geometry in XYZ format:
```
67
Properties=species:S:1:pos:R:3
Zr 0.139 0.402 -0.311
O 0.548 -1.910 -0.791
C 1.703 -1.442 -0.731
O 1.915 -0.595 0.249
C 2.687 -1.505 -1.871
C 4.155 -1.308 -1.456
C 5.059 -1.643 -2.647
C 4.922 -0.359 -3.504
C 3.905 0.433 -2.686
O 4.257 0.115 -1.333
C 2.521 -0.213 -2.841
C 1.360 0.607 -2.365
O 0.181 0.141 -2.466
O 1.486 1.574 -1.535
H 2.494 -2.426 -2.417
H 4.424 -1.780 -0.516
H 6.084 -1.797 -2.320
H 4.735 -2.545 -3.166
H 5.861 0.188 -3.546
H 4.596 -0.551 -4.525
H 3.907 1.510 -2.825
H 2.307 -0.543 -3.856
O -3.211 -2.193 -1.842
C -4.207 -1.295 -1.686
C -5.468 -1.718 -2.104
C -6.551 -0.876 -1.994
C -6.417 0.414 -1.467
C -5.179 0.836 -1.057
C -4.049 -0.003 -1.151
C -2.768 0.511 -0.694
O -1.746 -0.345 -0.589
N -2.634 1.765 -0.351
N -1.338 1.979 0.091
C -0.948 3.144 0.434
C 0.448 3.265 0.903
C 1.031 4.487 1.130
C 2.371 4.518 1.511
C 3.064 3.331 1.628
C 2.407 2.137 1.361
N 1.116 2.096 1.038
H -2.379 -1.802 -1.549
H -5.563 -2.711 -2.520
H -7.521 -1.221 -2.330
H -7.273 1.069 -1.389
H -5.046 1.831 -0.655
H -1.613 4.000 0.367
H 0.457 5.396 1.002
H 2.864 5.464 1.697
H 4.111 3.309 1.897
H 2.932 1.191 1.382
N -1.281 -2.007 4.342
C -2.286 -1.853 3.219
C -1.912 -0.664 2.359
N -0.540 -0.757 1.833
C 0.425 -0.894 2.936
C 0.134 -2.097 3.812
H -1.501 -2.834 4.900
H -1.360 -1.209 4.977
H -3.269 -1.742 3.671
H -2.253 -2.790 2.662
H -1.998 0.266 2.927
H -2.618 -0.609 1.536
H -0.474 -1.586 1.235
H 0.387 0.025 3.528
H 1.432 -0.986 2.538
H 0.802 -2.163 4.668
H 0.177 -3.031 3.252
```

As for the orbital gap: 6.4 eV. The energy above the lowest of the compared OMol25 structures with the same formula, charge and spin is 3.2 kcal per mole. The net charge is +2.



(5)
# C4HBr2FS

2 unconnected molecules or ions with the total composition C4HBr2FS in a non-equilibrium geometry (the ωB97M-V functional and the def2-TZVPD basis, the Open Molecules 2025 dataset).

The geometry in XYZ format:
```
9
Properties=species:S:1:pos:R:3
Br 0.579 2.578 0.304
C -0.709 1.548 -0.249
C -1.636 0.866 -0.674
S -2.933 -0.038 -1.070
Br -3.195 -1.291 0.804
C 2.515 -0.893 -0.173
C 1.623 -1.145 0.629
F 0.728 -1.075 1.516
H 3.028 -0.552 -1.087
```

As for the orbital gap: 7.5 eV. The energy above the lowest of the compared OMol25 structures with the same formula, charge and spin is 112.0 kcal per mole. Its SMILES is BrC#CSBr.C#CF.



(6)
# C4H9NO

2 unconnected molecules or ions with the total composition C4H9NO (the ωB97M-V functional and the def2-TZVPD basis, the Open Molecules 2025 dataset).

The geometry in XYZ format:
```
15
Properties=species:S:1:pos:R:3
C 1.011 -0.953 -0.424
C -0.155 -0.012 -0.593
C -0.208 0.821 -1.847
N -1.080 0.003 0.282
H 1.937 -0.521 -0.818
H 0.811 -1.869 -0.993
H 1.147 -1.235 0.625
H -0.829 1.709 -1.690
H -0.660 0.221 -2.644
H 0.786 1.131 -2.180
H -1.810 0.676 0.042
C -0.245 0.004 2.547
O 0.220 -1.078 2.815
H 0.363 0.817 2.104
H -1.289 0.286 2.775
```

As for the orbital gap: 10.2 eV. The energy above the lowest of the compared OMol25 structures with the same formula, charge and spin is 46.2 kcal per mole. Its SMILES is CC(C)=N.C=O.